This record from OMol25 describes the ion C7H13FN3O2S with charge +1 in a non-equilibrium geometry. The level of theory is wB97M-V/def2-TZVPD.

```
! RIJCOSX wB97M-V def2-TZVPD def2/J DEFGRID3
* xyz 1 3
C -1.315 1.208 -0.672
C 1.191 -0.212 0.285
C -2.192 -0.411 0.676
C 4.171 -0.173 -0.943
C -4.391 0.602 0.119
C 3.520 -1.042 0.126
C 0.201 0.545 1.165
N -2.442 0.973 -1.224
N -1.153 0.525 0.497
N -3.137 0.041 -0.387
O 0.775 -0.743 -0.746
O 2.400 -0.177 0.797
F 0.540 1.900 1.388
S -1.715 -2.168 0.204
H -0.377 1.872 -1.044
H -2.607 -0.649 1.679
H 3.656 -0.241 -1.870
H 4.251 0.890 -0.628
H 5.189 -0.567 -0.952
H -4.117 1.036 1.055
H -4.773 1.394 -0.562
H -5.178 -0.174 0.315
H 4.307 -1.106 0.945
H 3.126 -1.932 -0.219
H 0.160 0.099 2.275
H -3.422 -0.821 -0.858
H -0.807 -1.530 -0.726
*
```

orbital gap (spin up / spin down) = 5.9 / 6.4 eV
expectation value of S² = 2.0062
M = 222.3 g/mol
lowest unoccupied orbital energy (spin up / spin down) = -2.91 / -7.23 eV

This record from OMol25 describes a structure of composition C7H13FNO in a non-equilibrium geometry. The level of theory is wB97M-V/def2-TZVPD.

```
! RIJCOSX wB97M-V def2-TZVPD def2/J DEFGRID3
* xyz 1 3
C 0.535 -0.120 1.985
C 1.953 -0.663 -0.029
C -1.546 -1.567 -0.199
C -1.677 1.010 0.481
C -0.617 0.371 -1.617
C 2.632 0.591 -0.400
C -0.909 -0.145 -0.157
N 0.224 -0.192 0.762
O 2.151 -1.789 -0.228
F 2.012 1.660 0.119
H -0.311 0.112 2.702
H 1.482 -0.137 2.415
H -1.896 -1.934 0.701
H -2.305 -1.459 -0.871
H -0.765 -2.251 -0.425
H -1.133 1.892 0.489
H -1.949 0.754 1.506
H -2.664 1.112 0.132
H 0.174 1.213 -1.509
H -0.193 -0.331 -2.282
H -1.537 0.694 -1.907
H 2.556 0.749 -1.571
H 3.783 0.429 -0.098
*
```

orbital gap (spin up / spin down) = 6.0 / 8.0 eV
expectation value of S² = 2.0147
M = 146.2 g/mol
lowest unoccupied orbital energy (spin up / spin down) = -4.59 / -8.10 eV

This record from OMol25 describes the ion C7H13N with charge -1 in a non-equilibrium geometry. The level of theory is wB97M-V/def2-TZVPD.

```
! RIJCOSX wB97M-V def2-TZVPD def2/J DEFGRID3
* xyz -1 2
C 0.339 0.026 2.332
C -0.742 -0.315 1.262
C -0.020 -1.057 0.084
C 0.012 -2.363 0.051
C -0.405 1.368 -2.642
C -0.648 0.029 -1.931
C 0.304 -0.229 -1.023
N 1.163 1.212 1.923
H -0.007 0.055 3.381
H 1.050 -0.777 2.642
H -1.015 0.738 0.884
H -1.457 -0.948 1.469
H -0.425 -2.808 0.839
H 0.400 -2.999 -0.749
H -1.244 1.972 -2.813
H 0.162 1.319 -3.459
H 0.082 2.012 -1.766
H -1.448 -0.627 -2.255
H 1.223 0.219 -1.116
H 1.892 1.086 1.293
H 0.783 2.086 1.593
*
```

orbital gap (spin up / spin down) = 3.0 / 7.2 eV
expectation value of S² = 0.7536
M = 111.2 g/mol
lowest unoccupied orbital energy (spin up / spin down) = 4.14 / 4.00 eV

This record from OMol25 describes the molecule C7H13N in a non-equilibrium geometry. The level of theory is wB97M-V/def2-TZVPD.

```
! RIJCOSX wB97M-V def2-TZVPD def2/J DEFGRID3
* xyz 0 1
C -0.998 -1.507 -0.611
C -1.270 -0.117 -1.564
C -0.321 0.756 -0.739
C 1.117 1.696 -0.312
C 1.456 0.799 0.927
C 0.175 -0.072 1.299
C -0.098 -1.470 0.605
N -0.886 0.777 0.640
H -0.445 -2.274 -1.346
H -1.993 -2.091 -0.485
H -2.271 0.242 -1.531
H -1.002 -0.284 -2.630
H 0.394 0.038 -0.756
H 1.952 1.814 -1.017
H 0.739 2.646 0.010
H 1.789 1.448 1.718
H 2.204 0.079 0.717
H 0.016 -0.177 2.349
H -0.497 -2.124 1.453
H 0.873 -1.994 0.347
H -0.934 1.816 0.926
*
```

orbital gap = 9.7 eV
M = 111.2 g/mol
SMILES = C1C[C@@H]2CC[C@H](C1)N2
lowest unoccupied orbital energy = 1.06 eV

This record from OMol25 describes a cluster of 2 separate species, C7H13N in total in a non-equilibrium geometry. The level of theory is wB97M-V/def2-TZVPD.

```
! RIJCOSX wB97M-V def2-TZVPD def2/J DEFGRID3
* xyz 0 1
C 0.630 1.619 1.133
C 0.615 0.673 -0.053
C 0.666 1.155 -1.404
C 0.482 -0.644 0.103
C 0.412 -1.467 -1.079
C 0.342 -1.382 1.384
H -0.210 1.625 1.795
H 1.462 1.248 1.706
H 0.656 2.632 0.715
H -0.132 0.784 -2.009
H 1.569 0.948 -1.789
H 0.560 2.199 -1.525
H 1.343 -1.318 -1.611
H -0.304 -0.958 -1.702
H 0.091 -2.465 -1.004
H 0.311 -0.718 2.211
H -0.622 -1.881 1.441
H 1.269 -2.055 1.596
C -3.110 0.072 0.039
N -2.096 0.228 -0.521
H -3.933 -0.297 0.576
*
```

orbital gap = 8.7 eV
M = 111.2 g/mol
SMILES = CC(C)=C(C)C.C#N
lowest unoccupied orbital energy = 0.92 eV

This record from OMol25 describes the molecule C7H13N in a non-equilibrium geometry. The level of theory is wB97M-V/def2-TZVPD.

```
! RIJCOSX wB97M-V def2-TZVPD def2/J DEFGRID3
* xyz 0 1
C 3.030 -0.694 -1.541
C 2.099 -1.560 -0.699
C 0.978 -0.959 -0.275
C -0.180 -1.648 0.177
N -1.051 -0.877 1.128
C -1.622 0.271 0.450
C -1.625 1.475 1.104
C -2.363 2.634 0.472
H 3.656 -0.150 -0.851
H 2.425 0.094 -2.133
H 3.769 -1.241 -2.122
H 2.555 -2.593 -0.613
H 0.801 0.128 -0.180
H 0.065 -2.600 0.810
H -0.886 -2.020 -0.578
H -0.449 -0.612 1.979
H -2.133 0.013 -0.452
H -1.161 1.633 2.076
H -1.845 2.966 -0.413
H -2.622 3.515 1.042
H -3.440 2.224 0.619
*
```

orbital gap = 9.0 eV
M = 111.2 g/mol
SMILES = C/C=C/CN/C=C/C
lowest unoccupied orbital energy = 1.16 eV

This record from OMol25 describes the ion C7H13N2 with charge +1 in a non-equilibrium geometry. The level of theory is wB97M-V/def2-TZVPD.

```
! RIJCOSX wB97M-V def2-TZVPD def2/J DEFGRID3
* xyz 1 1
C -0.744 -0.194 1.952
C 0.158 -0.507 0.712
C 1.634 -0.166 1.142
C -0.040 -1.956 0.171
C -0.280 0.414 -0.372
N -1.252 0.372 -1.222
C -1.058 1.157 -2.317
C 0.148 1.766 -2.150
N 0.715 1.334 -0.991
H -1.760 -0.550 1.652
H -0.295 -0.544 2.832
H -0.938 0.920 2.038
H 2.155 -0.026 0.237
H 1.514 0.797 1.715
H 2.141 -0.986 1.669
H 0.377 -2.625 0.861
H -1.099 -2.171 0.125
H 0.524 -2.213 -0.654
H -2.139 -0.187 -1.076
H -1.873 1.324 -2.986
H 0.502 2.512 -2.773
H 1.613 1.530 -0.566
*
```

orbital gap = 10.7 eV
M = 125.2 g/mol
SMILES = CC(C)(C)c1[nH]cc[nH+]1
lowest unoccupied orbital energy = -3.14 eV

This record from OMol25 describes a cluster of 2 separate species, C7H13N2 in total in a non-equilibrium geometry. The level of theory is wB97M-V/def2-TZVPD.

```
! RIJCOSX wB97M-V def2-TZVPD def2/J DEFGRID3
* xyz 1 1
C 1.274 -1.343 0.460
C -0.036 -0.839 0.918
C 1.631 -0.637 -0.640
C -0.231 2.352 0.128
C 0.831 1.864 -0.894
C -1.265 1.232 0.191
C 0.565 0.334 -0.996
N -1.126 -2.624 0.666
N -0.426 0.041 0.027
H 1.937 -1.988 1.039
H -0.433 -0.990 1.880
H 2.416 -1.105 -1.369
H -2.121 -2.706 0.876
H 0.346 2.371 1.078
H -0.593 3.295 -0.146
H 0.737 2.213 -2.057
H 1.820 2.210 -0.631
H -1.951 1.073 1.088
H -2.030 1.441 -0.581
H 0.196 0.063 -2.032
H -0.888 -2.882 -0.256
H -0.653 -3.376 1.253
*
```

orbital gap = 10.3 eV
M = 125.2 g/mol
lowest unoccupied orbital energy = -3.75 eV

This record from OMol25 describes the ion C7H13N2 with charge +1 in a non-equilibrium geometry. The level of theory is wB97M-V/def2-TZVPD.

```
! RIJCOSX wB97M-V def2-TZVPD def2/J DEFGRID3
* xyz 1 3
C -2.080 0.827 0.144
C -2.323 -0.540 -0.157
C -0.930 1.430 0.325
C -1.241 -1.304 -0.152
C 0.375 0.703 -0.127
C 1.626 1.164 0.856
C 1.131 -1.776 -0.035
N 0.676 0.694 -1.450
N 0.074 -0.795 0.269
H -2.923 1.447 0.433
H -3.373 -0.907 -0.208
H -0.836 2.473 0.402
H -1.289 -2.348 -0.318
H 1.714 2.307 0.583
H 2.473 0.510 0.562
H 1.363 1.018 1.892
H 1.297 -1.799 -1.186
H 2.040 -1.569 0.411
H 0.865 -2.835 0.304
H 1.570 1.030 -1.841
H -0.086 0.938 -1.967
H -0.123 -0.669 1.262
*
```

orbital gap (spin up / spin down) = 7.6 / 7.4 eV
expectation value of S² = 2.0066
M = 125.2 g/mol
lowest unoccupied orbital energy (spin up / spin down) = -2.68 / -6.88 eV

This record from OMol25 describes the ion C7H13N2OS with charge +1 in a non-equilibrium geometry. The level of theory is wB97M-V/def2-TZVPD.

```
! RIJCOSX wB97M-V def2-TZVPD def2/J DEFGRID3
* xyz 1 1
C 1.464 -0.233 1.233
C -0.627 2.009 -0.062
C 0.376 -0.176 -0.973
C -0.672 0.514 -0.240
C -1.417 2.586 1.066
C 2.669 -1.050 -0.775
C -2.328 -1.691 -0.807
N 1.577 -0.428 -0.128
N 0.440 0.343 1.778
O -0.096 2.790 -0.865
S -2.263 -0.105 0.019
H 2.447 -0.392 1.709
H -0.081 -1.090 -1.401
H 0.534 0.574 -1.750
H -2.085 3.469 1.023
H -0.603 2.934 1.785
H -1.705 1.773 1.666
H 3.231 -0.415 -1.528
H 3.580 -1.397 -0.025
H 2.476 -1.919 -1.274
H -1.540 -2.448 -0.701
H -2.403 -1.254 -1.768
H -3.345 -2.137 -0.620
H 0.517 0.595 2.781
*
```

orbital gap = 7.9 eV
M = 173.3 g/mol
lowest unoccupied orbital energy = -5.50 eV

This record from OMol25 describes the ion C7H13N2S with charge +1 in a non-equilibrium geometry. The level of theory is wB97M-V/def2-TZVPD.

```
! RIJCOSX wB97M-V def2-TZVPD def2/J DEFGRID3
* xyz 1 1
C -1.089 1.148 2.876
C -1.610 0.738 1.719
C -0.856 0.341 0.555
C 0.463 -0.024 0.635
S 1.387 -0.428 2.074
N 2.489 -1.513 1.382
C 1.211 -0.309 -0.670
N 0.587 0.376 -1.781
C -0.764 -0.056 -1.986
C -1.680 0.210 -0.740
H -1.726 1.541 3.676
H -0.082 1.013 3.305
H -2.634 1.023 1.562
H 3.438 -1.281 1.735
H 2.084 -2.464 1.589
H 2.262 -0.149 -0.664
H 1.125 -1.513 -0.782
H 0.590 1.362 -1.312
H 1.139 0.306 -2.577
H -0.734 -1.177 -2.200
H -1.083 0.434 -2.877
H -2.059 -0.734 -0.478
H -2.419 1.064 -0.926
*
```

orbital gap = 8.4 eV
M = 157.3 g/mol
SMILES = C=CC1=C(SN)C[NH2+]CC1
lowest unoccupied orbital energy = -3.22 eV

This record from OMol25 describes a cluster of 2 separate species, C7H13N2S2 in total in a non-equilibrium geometry. The level of theory is wB97M-V/def2-TZVPD.

```
! RIJCOSX wB97M-V def2-TZVPD def2/J DEFGRID3
* xyz 1 3
C -2.744 -2.109 -0.009
C -0.303 0.791 0.671
C -0.167 -1.048 -0.824
C 0.277 -2.414 -1.170
C -0.592 -0.310 -1.976
C 2.001 1.523 0.986
C 0.017 2.836 1.702
N 0.175 -0.490 0.325
N 0.586 1.672 0.949
S -2.719 -3.634 -0.419
S -3.150 -0.661 0.362
H -0.443 -3.241 -0.705
H 1.188 -2.959 -0.727
H 0.474 -2.706 -2.246
H -1.362 0.544 -1.766
H -1.034 -0.935 -2.620
H 0.303 0.054 -2.549
H 2.474 2.402 0.617
H 2.197 1.611 2.147
H 2.374 0.709 0.511
H -0.850 3.268 1.241
H -0.174 2.543 2.698
H 0.851 3.526 1.754
H 0.622 -0.973 1.047
*
```

orbital gap (spin up / spin down) = 6.0 / 6.4 eV
expectation value of S² = 2.0170
M = 189.3 g/mol
lowest unoccupied orbital energy (spin up / spin down) = -4.13 / -6.12 eV